85
Properties=species:S:1:pos:R:3:forces:R:3:mulliken_charge:R:1 method="wB97M-V/def2-TZVPD" lumo_energy_ha="-0.215 / -0.347" orbital_gap_ev="8.85 / 5.38" charge=+2 s2=6.01 spin_multiplicity=5
Pt -0.180014 1.382884 -1.449787 0.17 -1.09 0.21 2.226
C 2.790900 3.902740 1.148234 -0.36 -0.35 -1.80 -1.106
C 1.238115 3.769528 1.168469 0.14 -0.91 1.95 1.327
C 0.711297 4.766469 2.216046 0.34 1.71 0.03 -1.477
C 0.923449 2.369013 1.535821 -0.36 -1.08 -0.55 0.078
C 1.325137 1.732416 2.691449 0.06 1.09 -0.37 -0.123
C 1.113206 0.409181 2.619462 -1.09 -0.85 -1.32 -0.983
C 1.594915 -0.656700 3.497927 1.69 -0.13 1.42 0.047
C 0.789193 -1.897822 3.824282 -1.01 -0.82 -3.08 -0.961
C 3.075931 -1.105315 3.077270 -1.24 0.70 -0.90 -1.213
N 0.412355 0.232210 1.345685 0.03 -0.04 -0.72 1.181
N 0.323320 1.342290 0.695352 0.96 1.52 1.79 -0.740
B -0.269820 -1.019419 0.556319 -0.86 0.78 1.00 0.600
N -1.730990 -0.525022 0.203475 1.20 -0.25 1.45 1.523
N -1.816245 0.111666 -0.978917 -0.08 -0.34 -0.11 -0.910
C -3.065241 0.010791 -1.395951 -0.57 -0.34 0.77 0.246
C -3.837690 -0.685113 -0.432857 -1.19 0.18 0.45 -1.097
C -2.974077 -0.922887 0.627233 1.19 -0.61 -1.38 0.527
C -3.190139 -1.522738 1.973031 0.13 0.15 -0.05 0.255
C -2.730441 -0.523602 3.037109 -2.31 0.41 0.84 -1.228
C -2.713166 -2.912715 2.263836 0.38 -2.12 -2.48 -1.510
C -3.503233 0.642210 -2.621284 -1.65 -0.55 -0.90 -0.070
C -3.865336 2.092103 -2.425531 -1.28 -0.12 -1.05 -0.976
C -2.568891 0.403207 -3.799479 0.71 -1.76 2.32 -1.184
N 0.525431 -1.218456 -0.712954 -0.28 -0.16 0.40 0.683
N 1.254382 -0.207568 -1.259458 0.72 -0.54 -1.07 -0.818
C 2.066881 -0.780203 -2.228190 -0.95 0.04 0.92 -0.094
C 1.766204 -2.148352 -2.284813 0.74 0.08 0.16 -1.067
C 0.798872 -2.367420 -1.307121 0.44 -1.68 0.69 0.152
C 0.258227 -3.749164 -0.891828 -0.73 0.89 -0.89 -0.163
C -1.292385 -3.680640 -0.810996 1.68 1.27 -0.09 -1.740
C 0.937151 -4.540508 0.236450 -1.93 0.34 -0.21 -1.350
C 3.134897 0.027263 -2.872757 0.22 -0.95 -2.64 -0.102
C 2.660581 0.681491 -4.200908 -1.03 0.67 0.64 -1.129
C 3.763368 1.097979 -2.061884 -0.65 -0.40 0.73 -0.910
H 2.895184 4.940219 0.836601 0.59 0.00 -0.16 0.444
H 3.174661 3.217316 0.324919 0.02 0.89 1.26 0.180
H 3.295373 3.791370 2.119568 -0.38 -0.30 -0.40 0.387
H 0.768686 3.932133 0.238228 0.04 0.59 -1.09 -0.955
H 1.222142 4.673813 3.181107 -0.49 -0.72 0.10 0.388
H -0.398792 4.820869 2.316258 0.98 -0.08 -0.03 0.348
H 1.145679 5.788094 1.967150 -1.01 -1.03 -0.30 0.421
H 1.808470 2.302390 3.417650 0.71 0.32 1.39 0.745
H 1.800901 -0.200373 4.508984 -0.42 0.20 -1.09 0.612
H 0.825423 -2.653286 2.941751 0.49 0.93 1.72 -0.058
H -0.285543 -1.695672 3.830031 0.14 0.09 0.79 -0.029
H 1.198759 -2.281271 4.737627 -0.23 -0.58 0.34 0.610
H 3.044926 -1.632041 2.088769 0.15 0.44 0.82 0.235
H 3.336724 -1.799425 3.866117 0.53 -0.05 -0.05 0.473
H 3.720855 -0.203482 3.036568 -0.14 -0.81 0.05 0.375
H -0.185792 -1.908771 1.312412 -0.28 -0.35 -0.08 -0.482
H -4.953559 -0.932406 -0.435163 1.93 0.56 -0.21 0.406
H -4.243673 -1.661969 2.008611 -1.16 0.43 0.33 0.528
H -1.788913 -0.090836 2.799815 0.90 0.33 -0.12 0.205
H -2.689393 -0.993244 4.057542 -0.15 0.55 -0.97 0.329
H -3.511657 0.308342 3.016634 1.20 -0.82 0.43 0.315
H -1.642084 -3.072835 2.141570 0.02 0.08 0.10 0.272
H -3.224155 -3.731808 1.624798 0.71 1.46 0.84 0.299
H -2.958202 -3.144258 3.252369 -0.40 -0.35 1.64 0.555
H -4.478824 0.182943 -2.832324 0.27 -0.29 -0.21 0.421
H -2.991894 2.671040 -2.468664 1.18 1.09 0.42 -0.018
H -4.474195 2.276410 -1.527921 0.31 0.04 -0.38 0.359
H -4.415573 2.367078 -3.346739 -0.06 0.18 0.67 0.404
H -1.617103 0.903461 -3.581667 0.28 -0.16 -0.27 -0.020
H -2.976788 0.815314 -4.639876 -0.92 1.16 -2.37 0.515
H -2.429943 -0.692784 -3.970756 0.17 0.91 0.15 0.273
H 2.282241 -3.009173 -2.741453 -0.24 1.00 -0.14 0.525
H 0.454289 -4.326974 -1.783261 0.11 -0.26 -0.40 0.753
H -1.648615 -3.162146 0.042248 -0.13 0.47 0.74 0.342
H -1.740326 -4.608941 -0.793990 -0.67 -2.31 0.09 0.714
H -1.686058 -3.187824 -1.672983 -0.21 0.51 -0.73 0.337
H 0.841529 -4.024421 1.203066 0.32 -0.42 -0.24 0.192
H 1.916160 -4.835026 -0.043433 1.16 0.10 0.12 0.433
H 0.346901 -5.472227 0.226382 0.26 0.25 0.56 0.423
H 3.881784 -0.722295 -3.135388 0.21 -0.03 -0.13 0.512
H 1.921836 1.485827 -3.847773 0.98 -0.68 -0.89 0.044
H 2.095011 -0.007488 -4.826678 0.09 -0.04 -0.07 0.380
H 3.496248 1.120809 -4.795815 -0.70 -0.24 0.65 0.406
H 2.928001 1.650758 -1.668074 -0.01 0.83 0.37 -0.263
H 4.395150 1.714788 -2.679190 0.29 0.21 0.07 0.423
H 4.272107 0.625047 -1.248445 0.69 0.16 0.67 0.362
Cl -0.804830 4.064599 -4.261239 -0.10 -0.30 0.10 -0.224
Si -0.127982 3.502149 -2.458347 0.36 1.30 0.04 0.521
Cl -1.376211 4.259070 -0.962605 0.28 0.15 -0.45 -0.147
Cl 1.854891 4.127319 -2.357708 -0.90 -0.15 0.16 -0.164

---

81
Properties=species:S:1:pos:R:3:forces:R:3:mulliken_charge:R:1 method="wB97M-V/def2-TZVPD" lumo_energy_ha=-0.254 orbital_gap_ev=5.65 charge=+2
N -4.581464 -1.499407 3.053152 0.01 0.09 0.30 -0.483
C -4.391716 -0.355077 3.723262 -0.36 0.00 -0.54 -0.590
C -4.662543 0.897924 3.159725 0.16 0.09 -0.62 -0.495
C -5.089717 0.964645 1.803871 -1.07 -1.36 0.79 0.974
C -5.437607 -0.258253 1.184983 0.58 -0.06 0.40 -0.262
C -5.137680 -1.454340 1.839952 -0.23 0.46 -0.12 -0.573
C -4.991428 2.186096 1.034113 -0.22 0.69 -0.85 -0.627
Ba -0.016525 1.496961 -0.381972 0.23 -1.67 1.63 2.018
P 3.913399 -0.409672 -2.172710 -1.11 0.77 0.21 0.625
C -4.968308 2.232241 -0.339383 -0.13 0.03 0.49 -0.692
C -3.814921 2.828094 -1.028777 0.23 0.94 0.12 0.434
C -3.283049 2.240662 -2.204010 0.05 0.17 0.32 -0.247
C -1.973456 2.543737 -2.638682 -0.30 -0.26 -0.31 -0.231
C -1.256943 3.456236 -1.897970 1.69 0.47 -0.79 -1.137
C -1.766241 4.179980 -0.847239 -0.54 0.51 0.83 -0.099
C -3.075446 3.869456 -0.417746 0.63 -0.16 -0.47 -0.366
Br 1.034275 3.523392 -2.190650 -2.55 1.00 -0.65 -0.261
H -4.794835 3.085387 1.619823 1.01 -0.25 -0.14 0.443
H -5.663469 1.648230 -0.941740 0.70 -0.70 0.16 0.617
H -4.473175 1.801397 3.746646 -0.04 -0.23 -0.31 0.395
H -5.844546 -0.284954 0.176014 0.12 0.00 0.22 0.318
H -4.004915 -0.446994 4.745800 -0.18 0.09 -0.42 0.419
H -5.334661 -2.413895 1.345138 0.07 0.38 0.28 0.454
H -3.902123 1.518763 -2.746317 0.42 0.19 0.09 0.446
H -3.535296 4.410919 0.413808 0.43 -0.08 -0.29 0.474
H -1.544084 2.068423 -3.521131 -0.19 0.09 0.21 0.568
H -1.198443 4.966924 -0.346021 -0.14 -0.25 -0.18 0.449
P -0.444740 -1.694579 -0.395040 0.13 -0.74 -0.24 0.704
C 4.334371 1.169038 -1.285199 0.50 -0.32 0.16 -0.441
C 5.176579 2.200190 -2.036228 0.18 0.53 0.31 -1.156
H 4.821431 0.869834 -0.340513 -0.22 0.32 -0.18 0.444
H 3.363287 1.636306 -1.015832 0.26 -0.35 -0.04 0.050
H 4.987977 3.190815 -1.605286 0.21 -0.07 -0.03 0.363
H 6.253148 2.003175 -1.948097 -0.40 0.05 -0.07 0.296
H 4.923641 2.279259 -3.095468 0.02 -0.08 0.23 0.170
C 3.326219 0.375249 -3.750093 -0.15 -0.53 -0.10 -0.377
C 4.334190 0.480276 -4.889231 -0.22 0.28 -0.51 -1.250
H 2.896137 1.361963 -3.501568 0.16 -0.31 -0.04 0.202
H 2.479068 -0.264788 -4.053298 0.24 0.32 -0.20 0.273
H 3.791709 0.765584 -5.798792 0.26 -0.06 0.03 0.406
H 5.109944 1.239634 -4.722734 -0.20 -0.33 0.01 0.271
H 4.827172 -0.475818 -5.087896 -0.13 0.23 -0.04 0.314
C 5.454508 -1.318126 -2.564402 0.01 -0.41 0.26 -0.679
C 6.780341 -0.674047 -2.196028 0.53 -0.01 -0.17 -1.248
H 5.434172 -1.598052 -3.625682 -0.01 0.01 0.31 0.425
H 5.343141 -2.258216 -1.995717 0.13 0.26 -0.27 0.418
H 7.573429 -1.423085 -2.306278 -0.07 0.20 0.07 0.426
H 7.037894 0.166498 -2.851337 -0.12 -0.19 0.15 0.226
H 6.800822 -0.324924 -1.157519 -0.02 -0.05 -0.17 0.284
C 0.661968 -2.989828 0.291913 0.01 0.10 0.28 -0.997
C 2.151251 -2.718873 0.110346 0.22 -0.25 -0.06 -0.977
H 0.372398 -3.939711 -0.186032 0.06 0.21 0.18 0.575
H 0.424519 -3.068993 1.363610 0.10 -0.05 -0.29 0.395
H 2.716014 -3.583776 0.477685 -0.04 0.18 -0.05 0.440
H 2.432497 -2.560266 -0.939729 -0.12 -0.01 0.39 0.131
H 2.480995 -1.842887 0.684296 -0.09 -0.09 -0.17 0.122
C -0.260799 -2.064454 -2.200351 0.26 -0.03 0.09 -0.285
C -1.263275 -1.328531 -3.089536 -0.04 -0.14 -0.16 -1.047
H -0.375548 -3.156903 -2.298523 0.02 0.33 -0.07 0.461
H 0.775626 -1.818196 -2.490674 -0.31 -0.11 0.06 0.095
H -1.240235 -1.757754 -4.099416 -0.06 0.23 0.20 0.435
H -2.289749 -1.421890 -2.714270 0.15 0.00 -0.09 0.275
H -1.034540 -0.256169 -3.186490 0.02 -0.17 0.04 0.075
C -2.098314 -2.453426 -0.085914 -0.33 0.34 -0.27 -0.439
C -2.304041 -3.182226 1.237782 -0.10 -0.10 0.26 -1.348
H -2.294530 -3.134702 -0.926752 0.01 0.12 0.19 0.420
H -2.816039 -1.619655 -0.162968 -0.05 -0.37 -0.04 0.027
H -3.252412 -3.733756 1.195943 0.26 0.11 0.08 0.323
H -1.509913 -3.906346 1.450390 -0.26 0.12 -0.10 0.432
H -2.385867 -2.495528 2.090222 0.10 -0.15 -0.20 0.241
C 3.108405 0.353528 3.411394 0.39 0.15 0.10 -0.699
N 1.764230 -0.099964 3.734426 -0.55 0.03 -0.33 -0.216
C 0.685047 0.195424 2.991005 -0.28 0.01 -0.09 0.568
N -0.513270 -0.325491 3.399308 0.45 0.25 -0.31 -0.216
O 0.743962 0.924298 1.951850 -0.11 -0.51 0.71 -0.635
H 3.254711 0.408520 2.325923 -0.17 -0.07 0.32 0.113
H 3.821517 -0.364326 3.826731 -0.14 0.13 -0.13 0.347
H 3.319836 1.336711 3.851255 -0.10 -0.20 -0.14 0.320
H 1.611869 -0.618865 4.591849 0.18 0.17 -0.27 0.219
H -1.321775 -0.167690 2.808885 0.26 -0.15 0.37 -0.060
H -0.571370 -1.000139 4.152641 -0.09 0.23 -0.29 0.214

---

The evaluated ΔE to the lowest compared entry with this formula, charge and spin for the records listed, in turn: 17.6 59.9 kJ/mol.